Formula: C11H27N4O4S2
Source: the Open Molecules 2025 dataset
Level of theory: wB97M-V/def2-TZVPD

The electronic energy comes out at -1751.42568 hartree. Its relative energy (zero: lowest compared OMol25 entry of this formula, charge and spin) is 0.00 kJ/mol. The highest occupied orbital energy comes out at -12.060 eV. The total charge is +1.

Last column: Löwdin charge in e.
CARTESIAN COORDINATES (ANGSTROEM)
C: 1.9948 1.4251 -3.1228  -0.088
N: 1.3017 1.6934 -4.3992  -0.089
C: 0.1295 2.5305 -4.3197  -0.191
N: -1.1666 1.8318 -4.6393  0.090
C: -1.4876 0.8571 -3.7665  -0.429
N: -1.3694 -0.5045 -4.0087  0.158
N: -1.9397 1.2288 -2.6135  0.279
H: 2.8214 2.1060 -3.0264  0.077
H: 1.3290 1.5744 -2.2801  0.064
H: 2.3618 0.4133 -3.0652  0.079
H: 1.1379 0.8539 -4.9314  0.095
H: 0.0256 2.9975 -3.3509  0.116
H: 0.2239 3.3273 -5.0393  0.120
H: -1.0991 1.4731 -5.5863  0.141
H: -0.3845 -0.7701 -3.9692  0.114
H: -1.6738 -0.7337 -4.9520  0.119
H: -2.3178 2.1607 -2.5241  0.152
H: -1.8465 0.6120 -1.7976  0.095
C: -2.6019 2.8814 2.0467  -0.210
C: -2.3278 1.9391 3.2270  -0.196
C: -1.9724 0.5623 2.6482  -0.198
S: -1.2450 0.8779 1.0432  0.694
O: -2.1148 0.3118 0.0196  -0.351
O: 0.1619 0.5686 1.0703  -0.319
C: -1.4568 2.6553 1.0621  -0.228
H: -2.6545 3.9218 2.3609  0.121
H: -3.5542 2.6226 1.5786  0.121
H: -1.4884 2.3203 3.8105  0.123
H: -3.1841 1.8698 3.8937  0.122
H: -1.2488 0.0261 3.2587  0.105
H: -2.8552 -0.0558 2.4960  0.114
H: -1.6691 3.0132 0.0563  0.093
H: -0.5263 3.0898 1.4249  0.114
C: 1.9712 -4.2378 1.5820  -0.221
C: 2.7949 -2.9465 1.4874  -0.212
C: 2.1987 -1.9479 2.4880  -0.219
S: 1.4607 -2.9323 3.7980  0.663
O: 0.0312 -2.7247 3.7731  -0.332
O: 2.2222 -2.7732 5.0078  -0.316
C: 1.8203 -4.5273 3.0717  -0.228
H: 2.4526 -5.0648 1.0628  0.115
H: 0.9875 -4.0842 1.1323  0.117
H: 3.8330 -3.1570 1.7507  0.118
H: 2.7905 -2.5376 0.4777  0.109
H: 2.9560 -1.2974 2.9177  0.106
H: 1.4090 -1.3501 2.0384  0.070
H: 1.0141 -5.2191 3.3030  0.109
H: 2.7549 -4.8809 3.5051  0.110

***

Formula: C11H28FN4O4PS
Source: the Open Molecules 2025 dataset
Level of theory: wB97M-V/def2-TZVPD

The electronic energy comes out at -1795.21241 hartree. The highest occupied orbital energy comes out at -6.368 eV. The total charge is 0.

Last column: Löwdin charge in e.
CARTESIAN COORDINATES (ANGSTROEM)
C: 2.9186 -1.6909 -2.1235  -0.140
N: 2.1311 -0.9802 -3.1312  -0.092
C: 1.2555 -0.0179 -2.4706  -0.287
C: 0.7025 1.0880 -3.3997  -0.684
S: 1.8153 2.5645 -3.2443  0.715
C: 0.6560 0.6344 -4.9200  -0.755
O: 0.8935 1.4845 -5.7670  -0.032
O: 0.2976 -0.5513 -5.0448  -0.056
N: -0.6657 1.5542 -3.0061  -0.247
C: -1.6687 0.5121 -3.2863  -0.201
C: -3.1023 0.9713 -3.0215  -0.192
F: -3.9503 0.3988 -3.9764  -0.063
P: -0.6013 2.2167 -1.4161  0.776
N: -1.4354 1.0771 -0.4072  -0.166
O: -1.7830 3.3725 -1.4693  -0.293
H: 3.7468 -1.0671 -1.7846  0.075
H: 2.3143 -1.9130 -1.2197  0.046
H: 3.2816 -2.6300 -2.5323  0.076
H: 1.5432 -1.6756 -3.5723  0.094
H: 0.4382 -0.5349 -1.9364  0.089
H: 1.8671 0.4588 -1.7026  0.076
H: 2.8709 2.0235 -3.8572  -0.121
H: -1.4833 -0.4314 -2.7629  0.104
H: -1.6280 0.2770 -4.3477  0.118
H: -3.4668 0.6069 -2.0594  0.091
H: -3.1856 2.0564 -3.0530  0.106
H: -2.4124 1.3353 -0.3172  0.016
H: -1.3649 0.1241 -0.7425  0.008
H: -1.3509 4.1731 -1.1501  0.030
C: -0.4441 0.6018 3.0571  0.008
N: -0.1046 -0.3796 4.1409  -0.369
C: -1.0326 -0.1506 5.2863  0.004
C: 1.2947 -0.1466 4.5941  0.016
C: -0.2950 -1.8082 3.6782  -0.098
C: 0.6055 -2.2812 2.5575  -0.224
O: 0.3628 -1.5032 1.4042  -0.061
H: -0.5338 1.5905 3.5023  0.113
H: 0.3474 0.6069 2.3197  0.099
H: -1.3820 0.3075 2.5982  0.107
H: -0.9008 0.8676 5.6401  0.111
H: -0.7968 -0.8558 6.0795  0.111
H: -2.0523 -0.2983 4.9414  0.116
H: 1.9645 -0.2459 3.7463  0.110
H: 1.5430 -0.8737 5.3641  0.116
H: 1.3608 0.8618 4.9934  0.116
H: -1.3389 -1.8859 3.3771  0.145
H: -0.1283 -2.4344 4.5544  0.140
H: 0.3542 -3.3303 2.3739  0.137
H: 1.6604 -2.2371 2.8483  0.123
H: 0.8824 -1.8422 0.6648  0.088

***

Formula: C11H28Li2NO6
Source: the Open Molecules 2025 dataset
Level of theory: wB97M-V/def2-TZVPD

The electronic energy comes out at -956.93479 hartree. The highest occupied orbital energy comes out at -9.696 eV. The total charge is +1.

Last column: Löwdin charge in e.
CARTESIAN COORDINATES (ANGSTROEM)
Li: -7.6702 -20.3855 -15.0155  0.879
Li: -9.5587 -21.7229 -12.5936  0.835
C: -5.5451 -22.7047 -12.7967  0.041
C: -6.6845 -22.4943 -13.8214  -0.815
O: -7.8267 -22.7290 -13.4347  -0.122
O: -6.4256 -22.1274 -14.9571  -0.049
H: -5.3545 -23.7754 -12.7234  0.088
H: -6.0138 -22.3452 -11.8806  0.080
H: -4.6610 -22.0834 -12.9400  0.077
C: 0.7326 -23.1797 -17.6331  -0.012
C: 0.3492 -22.1678 -16.4088  -0.447
C: -1.0194 -21.6462 -16.7928  -0.165
C: -1.7074 -20.8103 -15.7087  -0.195
C: -1.8392 -21.6391 -14.4506  -0.152
C: -0.5468 -22.3573 -13.9308  -0.453
N: 0.2165 -22.9428 -15.1326  -0.125
O: 1.2887 -23.7477 -14.7606  0.003
C: 0.3515 -21.5387 -13.0203  -0.036
C: -1.2266 -23.4494 -13.0423  -0.048
C: 1.4379 -21.0772 -16.2510  -0.040
H: -0.0974 -23.8690 -17.7882  0.072
H: 1.4762 -23.9020 -17.2965  0.066
H: 1.0569 -22.8125 -18.6068  0.079
H: -1.0190 -21.1138 -17.7440  0.126
H: -1.6381 -22.5338 -16.9250  0.115
H: -2.6637 -20.4965 -16.1272  0.103
H: -1.1496 -19.8815 -15.5900  0.109
H: -2.5079 -22.4365 -14.7750  0.110
H: -2.0944 -20.9137 -13.6781  0.115
H: -0.2863 -20.9791 -12.3360  0.080
H: 0.9797 -22.1374 -12.3607  0.091
H: 0.9001 -20.7824 -13.5815  0.069
H: -1.9686 -24.0975 -13.5084  0.078
H: -0.4222 -24.1613 -12.8574  0.076
H: -1.5800 -22.9910 -12.1187  0.084
H: 2.4572 -21.4632 -16.2532  0.078
H: 1.4708 -20.2774 -15.5112  0.068
H: 1.5809 -20.6768 -17.2547  0.079
H: 1.9101 -23.0587 -14.5141  0.084
O: -7.5720 -25.4141 -13.5359  -0.036
H: -7.5905 -24.4930 -13.7958  -0.035
H: -6.6847 -25.5522 -13.2044  0.031
O: -11.0167 -22.5218 -13.7028  -0.075
H: -11.4757 -23.1763 -13.1763  0.074
H: -10.5329 -23.0324 -14.3520  0.059
O: -7.7103 -24.0306 -16.8335  -0.038
H: -8.1499 -23.4609 -17.4646  0.028
H: -7.4083 -23.4381 -16.1450  -0.032

***

Formula: C11H28NbO4
Source: the Open Molecules 2025 dataset
Level of theory: wB97M-V/def2-TZVPD

The electronic energy comes out at -793.69045 hartree. Its relative energy (zero: lowest compared OMol25 entry of this formula, charge and spin) is 0.00 kJ/mol. The highest occupied orbital energy comes out at -4.243 eV. The total charge is -1.

Last column: Löwdin charge in e.
CARTESIAN COORDINATES (ANGSTROEM)
C: 3.0747 2.1307 -0.3410  -0.118
C: 2.6521 2.5472 -1.7497  -0.246
C: 1.4142 3.4325 -1.7919  -0.391
O: 0.7140 3.1754 -2.9924  -0.504
Nb: -1.3392 3.1521 -2.8431  1.093
C: -1.5018 1.2631 -1.5510  -0.539
C: -1.7993 1.6763 -0.1073  -0.200
C: -0.2724 0.3546 -1.6578  -0.333
C: -0.6113 -1.1291 -1.5325  -0.119
H: 2.2219 1.9713 0.3044  0.051
H: 3.7634 2.8341 0.1110  0.060
H: 3.6054 1.1842 -0.3954  0.059
H: 3.4838 3.0499 -2.2331  0.099
H: 2.4404 1.6645 -2.3361  0.091
H: 1.7466 4.4685 -1.7586  0.105
H: 0.7992 3.2657 -0.9083  0.060
H: -1.3533 4.3692 -1.4360  -0.141
H: -1.6437 4.5203 -4.0289  -0.183
H: -1.4499 2.0642 -4.3389  -0.152
H: -3.1691 3.0992 -2.7534  -0.176
H: -2.3506 0.6985 -1.9222  0.043
H: -1.2475 2.5591 0.1975  0.016
H: -2.8426 1.9574 -0.0401  0.050
H: -1.5714 0.8724 0.5965  0.056
H: 0.4116 0.6143 -0.8491  0.079
H: 0.2417 0.5157 -2.5985  0.069
H: 0.3011 -1.6925 -1.3541  0.056
H: -1.0237 -1.4696 -2.4740  0.065
H: -1.3098 -1.3143 -0.7252  0.063
C: -1.9217 -4.6065 4.0813  -0.068
C: -1.3899 -4.8443 2.6836  -0.216
O: -0.9234 -3.6357 2.0728  0.038
C: 0.2711 -3.2041 2.4813  -0.608
O: 0.9931 -3.7602 3.2725  0.113
O: 0.5400 -2.0711 1.8404  0.005
C: 1.7733 -1.4499 2.2072  -0.028
H: -2.6961 -3.8387 4.0658  0.082
H: -2.3481 -5.5261 4.4832  0.077
H: -1.1309 -4.2726 4.7509  0.073
H: -2.1879 -5.1976 2.0333  0.122
H: -0.5953 -5.5904 2.6776  0.121
H: 2.6046 -2.1438 2.1056  0.095
H: 1.7186 -1.0783 3.2293  0.098
H: 1.9078 -0.6160 1.5242  0.085

***

Formula: C11H29BN3O8P
Source: the Open Molecules 2025 dataset
Level of theory: wB97M-V/def2-TZVPD

The electronic energy comes out at -1569.00967 hartree. The highest occupied orbital energy comes out at -9.162 eV. The total charge is 0.

Last column: Löwdin charge in e.
CARTESIAN COORDINATES (ANGSTROEM)
C: 3.1368 2.0582 -2.7679  -0.095
C: 2.0962 0.9757 -2.4166  -0.142
B: 1.0629 0.7046 -3.5696  -0.618
O: 1.2600 1.0990 -4.8597  0.179
O: -0.1475 0.0228 -3.2161  0.020
P: -1.3886 0.9276 -2.8624  0.358
O: -1.7206 1.8646 -3.9339  -0.209
O: -2.5566 -0.0876 -2.5398  -0.066
O: -1.2268 1.6387 -1.4272  -0.161
N: -0.3925 2.7989 -1.5340  0.080
C: -1.0593 3.8254 -1.7766  -0.238
O: -1.6206 4.7539 -2.1591  0.256
H: 2.6628 3.0056 -3.0218  0.073
H: 3.8188 2.1666 -1.9269  0.064
H: 3.6826 1.7138 -3.6450  0.075
H: 2.6706 0.0523 -2.2586  0.115
H: 1.5844 1.1769 -1.4753  0.078
H: 0.7507 1.9000 -5.0526  0.124
H: -2.5825 -0.7690 -3.2262  0.107
C: -4.3902 -2.0970 -0.3067  -0.079
C: -4.6419 -2.5698 1.1201  -0.432
C: -4.0420 -1.6398 2.1852  -0.211
O: -2.6410 -1.7510 2.3454  -0.186
C: -1.8628 -1.0263 1.4090  -0.098
N: -4.1609 -3.9479 1.2564  0.038
H: -3.3668 -2.2904 -0.6275  0.058
H: -5.0484 -2.6205 -1.0008  0.077
H: -4.5821 -1.0269 -0.4056  0.077
H: -5.7249 -2.5766 1.2763  0.134
H: -4.4666 -1.9186 3.1535  0.120
H: -4.3246 -0.5943 2.0029  0.120
H: -2.3459 -0.0871 1.1230  0.088
H: -1.6587 -1.6221 0.5162  0.078
H: -0.9072 -0.7987 1.8818  0.075
H: -4.4199 -4.3021 2.1729  0.071
H: -3.1449 -3.9163 1.2833  0.069
C: 2.1754 -0.2999 3.2760  -0.070
C: 3.2481 -0.7852 2.3057  -0.429
C: 4.2298 0.3121 1.8681  -0.207
O: 3.7097 1.2125 0.9099  -0.202
C: 2.9102 2.2566 1.4339  -0.103
N: 2.5939 -1.4269 1.1608  0.045
H: 1.3962 0.2722 2.7720  0.054
H: 1.6902 -1.1506 3.7540  0.077
H: 2.6064 0.3252 4.0607  0.078
H: 3.8360 -1.5471 2.8262  0.135
H: 5.0797 -0.1716 1.3792  0.122
H: 4.6303 0.8588 2.7321  0.120
H: 3.2673 2.5866 2.4136  0.091
H: 1.8615 1.9568 1.5030  0.074
H: 2.9687 3.0951 0.7394  0.085
H: 3.3017 -1.8468 0.5646  0.071
H: 2.1927 -0.6904 0.5849  0.058

***

Formula: C11H29ClIN2P2SSc
Source: the Open Molecules 2025 dataset
Level of theory: wB97M-V/def2-TZVPD

The electronic energy comes out at -3145.02515 hartree. Its relative energy (zero: lowest compared OMol25 entry of this formula, charge and spin) is 41.31 kJ/mol. The highest occupied orbital energy (alpha / beta) comes out at -14.766 / -14.449 eV. The total charge is +2.

Last column: Löwdin charge in e.
CARTESIAN COORDINATES (ANGSTROEM)
C: -1.9653 0.0557 0.1423  -0.256
I: 2.2442 0.0126 1.3616  0.480
H: -1.4067 0.0209 -0.8457  -0.016
H: -2.4946 1.0161 0.1741  0.048
H: -2.6063 -0.8323 0.1318  0.048
Sc: 0.5579 -0.0643 -0.9576  0.069
P: 0.2097 2.5565 -0.2355  0.688
C: -0.1557 3.4409 1.3429  -0.245
C: 1.8244 3.3114 -0.6369  -0.270
H: 1.6703 4.3770 -0.8562  0.066
H: -0.5984 4.5508 -1.3592  0.064
H: 2.2505 2.8127 -1.5170  0.047
H: -0.8005 3.0726 -2.3734  0.052
H: 0.6537 3.2774 2.0689  0.042
H: 2.5114 3.1919 0.2074  0.038
C: -0.9014 3.4931 -1.3637  -0.247
H: -0.2405 4.5230 1.1331  0.074
H: -1.9416 3.3904 -1.0246  0.053
H: -1.0972 3.0705 1.7711  0.040
P: 0.1271 -2.6374 -0.2296  0.695
C: -0.2643 -3.4979 1.3549  -0.258
C: -0.9896 -3.5289 -1.3847  -0.244
H: 2.1712 -2.8941 -1.5060  0.047
H: 1.5753 -4.4636 -0.8682  0.067
H: 2.4234 -3.3000 0.2166  0.046
C: 1.7381 -3.4020 -0.6329  -0.263
H: -0.8809 -3.0761 -2.3792  0.052
H: -0.7040 -4.5899 -1.4194  0.065
H: -0.2781 -4.5882 1.1840  0.074
H: -1.2454 -3.1737 1.7287  0.030
H: -2.0278 -3.4216 -1.0429  0.054
H: 0.4961 -3.2638 2.1126  0.044
Cl: 1.1180 -0.0420 -3.1699  0.074
S: -0.8331 -0.1293 1.8493  0.693
C: -0.3229 -0.2632 3.6015  -0.586
N: -0.8284 -1.2286 4.3652  0.064
C: -0.2758 -1.6246 5.6840  -0.118
C: 0.6727 -0.5703 6.2090  -0.150
C: 1.5600 -0.0621 5.0997  -0.145
N: 0.6632 0.5167 4.0669  -0.012
H: -1.6130 -1.7394 3.9551  0.152
H: 0.2479 -2.5827 5.5517  0.139
H: -1.1373 -1.7661 6.3468  0.142
H: 1.2939 -0.9970 7.0056  0.141
H: 0.1085 0.2676 6.6242  0.134
H: 2.1699 -0.8737 4.6572  0.130
H: 2.2265 0.7482 5.4158  0.144
H: 1.1308 1.1134 3.3756  0.015

***

no.,strongest force on any atom (eV/A)
1,1.0
2,1.4
3,4.5
4,3.4
5,1.8
6,2.1